Entry from OMol25: a molecular structure, C25H45LuN2P3SSe in a non-equilibrium geometry (the ωB97M-V functional and the def2-TZVPD basis).

The total energy is -167278.1603 eV. The calculation puts the relative energy (zero: lowest compared OMol25 entry of this formula, charge and spin) at 1.034 eV. For the frontier orbital gap, the calculation gives 5.68 eV. As for the net charge: +3. Its multiplicity is 1. As for the LUMO energy: -9.566 eV.

Atoms and positions in Å:
Lu -0.221 0.166 -1.240
P -1.139 -2.169 -0.177
P -0.336 0.712 1.670
P 2.596 -0.708 0.116
H 2.392 2.329 -6.631
C 2.880 1.426 -6.250
C 2.397 0.182 -6.166
H 1.332 -0.090 -6.081
C -2.882 -2.552 -0.601
C -1.202 -2.817 1.546
C -0.281 -3.582 -0.969
C 0.223 2.414 2.077
C -2.020 0.787 2.435
C 0.405 -0.137 3.141
C 3.962 -1.318 -0.910
C 2.360 -2.150 1.209
C 3.263 0.626 1.160
H 3.923 1.554 -5.916
H 3.104 -0.673 -6.260
H -3.214 -1.916 -1.429
H -3.530 -2.372 0.267
H -2.940 -3.607 -0.896
H -1.784 -2.160 2.199
H -0.204 -2.925 1.978
H -1.690 -3.801 1.533
H -0.047 -3.337 -2.011
H -0.964 -4.440 -0.929
H 0.659 -3.827 -0.466
H 0.202 2.559 3.167
H -0.444 3.141 1.600
H 1.237 2.582 1.693
H -1.952 0.560 3.511
H -2.702 0.073 1.948
H -2.417 1.803 2.330
H 0.071 0.402 4.044
H 1.499 -0.160 3.120
H 0.034 -1.165 3.214
H 4.847 -1.491 -0.285
H 4.174 -0.615 -1.723
H 3.649 -2.285 -1.317
H 3.363 -2.537 1.460
H 1.813 -2.931 0.667
H 1.835 -1.894 2.136
H 4.358 0.533 1.225
H 2.884 0.603 2.191
H 3.042 1.622 0.744
C 1.269 1.255 -3.710
C 2.506 1.942 -3.566
C 2.502 3.312 -3.808
C 1.309 4.015 -4.092
C 0.134 3.308 -4.388
C 0.116 1.930 -4.218
S 1.288 -0.430 -3.433
H 1.862 -0.286 -1.360
H 3.440 1.356 -3.478
H 3.453 3.851 -3.763
H 1.286 5.120 -4.065
H -0.768 3.868 -4.687
H -0.784 1.347 -4.443
C -5.629 0.093 -0.684
N -5.063 1.284 -0.076
C -3.812 1.760 -0.327
Se -2.663 1.241 -1.695
N -3.610 2.748 0.601
C -4.679 2.812 1.514
C -4.753 3.343 2.804
C -5.880 3.013 3.580
C -6.856 2.140 3.075
C -6.721 1.523 1.827
C -5.621 1.903 1.060
H -5.181 -0.043 -1.678
H -6.711 0.235 -0.763
H -5.414 -0.793 -0.067
H -2.756 3.287 0.675
H -3.951 3.967 3.182
H -6.016 3.428 4.578
H -7.748 1.939 3.661
H -7.426 0.797 1.400

Here are the Löwdin charges for atoms 1 to 6, given in e: 0.931 0.697 0.738 0.815 0.083 -0.073

=====

Entry from OMol25: a molecular structure, C25H45MnNP2S in a non-equilibrium geometry (the ωB97M-V functional and the def2-TZVPD basis).

The total energy is -88866.6197 eV. For the frontier orbital gap (alpha / beta), the calculation gives 6.80 / 5.17 eV. As for the net charge: +1. Its multiplicity is 5. As for the LUMO energy (alpha / beta): -4.047 / -5.482 eV.

Atoms and positions in Å:
Mn 0.127 2.535 0.105
C 2.171 0.147 -1.319
C 2.197 1.355 -0.506
C 2.230 -0.517 0.884
C 2.229 -0.974 -0.467
C 2.201 0.902 0.880
C 2.281 0.116 -2.790
H 1.834 1.017 -3.235
H 1.783 -0.754 -3.235
H 3.336 0.088 -3.119
C 2.485 -2.387 -0.875
H 2.361 -2.531 -1.956
H 1.822 -3.098 -0.367
H 3.516 -2.692 -0.632
C 2.358 -1.391 2.077
H 3.398 -1.463 2.426
H 2.025 -2.413 1.863
H 1.763 -1.018 2.920
C 2.399 1.794 2.042
H 3.450 2.093 2.164
H 2.088 1.316 2.977
H 1.824 2.728 1.946
C 2.861 2.604 -0.989
H 3.957 2.464 -1.034
H 2.665 3.465 -0.339
H 2.526 2.880 -1.997
C -1.599 2.450 -1.008
C -0.414 2.916 -1.740
C -0.169 4.394 -2.055
C 0.427 5.199 -0.887
C 0.406 4.474 0.467
C -0.814 4.076 1.116
C -2.181 4.403 0.544
C -2.659 3.429 -0.553
H -1.100 4.865 -2.413
H -0.109 6.156 -0.824
H 0.528 4.450 -2.913
H -3.049 4.015 -1.396
H -2.011 1.474 -1.296
H -0.009 2.195 -2.454
H -3.529 2.862 -0.185
H -2.900 4.335 1.383
H -0.825 3.906 2.201
H -2.247 5.451 0.176
H 1.464 5.483 -1.151
H 1.274 4.677 1.113
P -1.407 -1.237 -2.139
C -0.810 -2.819 -2.864
H -1.489 -3.100 -3.680
H -0.797 -3.593 -2.085
H 0.209 -2.672 -3.252
C -3.220 -1.555 -2.054
H -3.572 -1.842 -3.052
H -3.713 -0.626 -1.734
H -3.437 -2.348 -1.321
C -1.438 -0.229 -3.677
H -1.828 0.773 -3.458
H -2.093 -0.728 -4.399
H -0.428 -0.131 -4.096
P -1.266 0.179 2.454
C -0.914 1.348 3.838
H -1.813 1.409 4.463
H -0.639 2.348 3.468
H -0.083 0.940 4.431
C -2.954 0.826 2.057
H -2.930 1.881 1.752
H -3.563 0.713 2.963
H -3.381 0.221 1.247
C -1.864 -1.181 3.520
H -2.299 -0.753 4.422
H -1.000 -1.809 3.773
H -2.596 -1.791 2.977
S -1.612 -2.462 0.581
C -0.584 -3.691 0.937
N 0.183 -4.558 1.220

Here are the Löwdin charges for atoms 1 to 6, given in e: 0.698 -0.169 -0.263 -0.162 -0.187 -0.210

=====

Entry from OMol25: 11 unconnected molecules or ions with the total composition C25H45N11O3 in a non-equilibrium geometry (the ωB97M-V functional and the def2-TZVPD basis).

The total energy is -49184.5581 eV. The calculation puts the relative energy (zero: lowest compared OMol25 entry of this formula, charge and spin) at 0.382 eV. For the frontier orbital gap, the calculation gives 9.28 eV. Its multiplicity is 1. As for the LUMO energy: 0.209 eV. The SMILES is CN(C)C=O.CN(C)C=O.CN(C)C=O.CC#N.CC#N.CC#N.CC#N.CC#N.CC#N.CC#N.CC#N.

Atoms and positions in Å:
C 11.025 -17.635 0.598
N 11.062 -18.080 -0.815
C 10.168 -17.356 -1.758
C 11.830 -19.138 -1.106
O 12.029 -19.632 -2.208
H 11.978 -17.501 1.055
H 10.305 -18.327 1.168
H 10.687 -16.609 0.614
H 9.334 -18.004 -2.071
H 9.876 -16.395 -1.345
H 10.742 -17.191 -2.650
H 12.396 -19.465 -0.229
C 6.602 -11.932 -1.969
N 7.162 -12.826 -0.944
C 7.865 -12.247 0.208
C 7.435 -14.136 -1.289
O 8.341 -14.741 -0.719
H 7.321 -11.423 -2.660
H 5.949 -11.217 -1.418
H 5.995 -12.491 -2.733
H 8.889 -12.487 0.269
H 7.905 -11.132 0.095
H 7.336 -12.547 1.154
H 6.738 -14.627 -1.980
C 13.575 -12.879 -3.323
N 12.261 -12.809 -2.698
C 11.859 -13.881 -1.803
C 11.165 -12.328 -3.364
O 10.060 -12.769 -3.141
H 13.862 -13.830 -3.788
H 14.411 -12.601 -2.632
H 13.636 -12.098 -4.093
H 11.302 -14.762 -2.427
H 12.695 -14.266 -1.243
H 11.116 -13.583 -1.069
H 11.335 -11.497 -4.102
C 16.032 -17.793 -0.763
C 15.124 -18.029 0.413
N 14.501 -18.459 1.264
H 16.186 -18.734 -1.280
H 17.024 -17.445 -0.397
H 15.611 -17.117 -1.493
C 10.263 -22.711 1.649
C 9.833 -21.626 0.857
N 9.341 -20.736 0.263
H 10.761 -23.369 0.921
H 9.418 -23.316 2.096
H 10.949 -22.270 2.377
C 12.864 -17.556 -4.942
C 13.983 -16.725 -4.429
N 14.888 -16.126 -4.059
H 12.079 -17.825 -4.230
H 13.230 -18.514 -5.313
H 12.438 -16.962 -5.759
C 9.472 -14.544 -5.978
C 10.798 -14.702 -5.413
N 11.855 -14.844 -5.045
H 9.593 -14.445 -7.065
H 8.988 -13.687 -5.481
H 8.829 -15.409 -5.722
C 8.058 -24.760 -3.167
C 8.529 -24.518 -1.781
N 8.817 -24.219 -0.713
H 6.970 -24.610 -3.099
H 8.140 -25.901 -3.394
H 8.593 -24.150 -3.834
C 7.227 -20.706 -2.563
C 6.279 -21.769 -2.181
N 5.524 -22.561 -1.855
H 8.267 -20.845 -2.136
H 6.787 -19.789 -2.209
H 7.347 -20.665 -3.637
C 14.578 -21.553 -3.762
C 15.598 -22.273 -2.980
N 16.444 -22.828 -2.414
H 13.708 -22.218 -3.666
H 14.950 -21.337 -4.749
H 14.259 -20.656 -3.315
C 10.284 -20.490 -4.974
C 9.366 -19.335 -4.927
N 8.835 -18.340 -4.896
H 9.774 -21.409 -4.536
H 11.109 -20.433 -4.179
H 10.604 -20.697 -5.967

Here are the Löwdin charges for atoms 1 to 6, given in e: -0.048 -0.147 -0.016 -0.374 -0.043 0.044

=====

Entry from OMol25: a molecular structure, C25H45N2P3SScSe in a non-equilibrium geometry (the ωB97M-V functional and the def2-TZVPD basis).

The total energy is -154357.8965 eV. The calculation puts the relative energy (zero: lowest compared OMol25 entry of this formula, charge and spin) at 0.622 eV. For the frontier orbital gap (alpha / beta), the calculation gives 1.67 / 4.41 eV. As for the net charge: +3. Its multiplicity is 1. As for the LUMO energy (alpha / beta): -13.417 / -10.698 eV.

Atoms and positions in Å:
Sc 0.160 -0.446 0.006
P 1.989 1.272 0.914
P -1.453 0.347 1.971
P -1.048 1.780 -1.325
H 0.723 -5.544 -8.049
C 0.923 -4.539 -8.442
C 2.173 -4.058 -8.529
H 3.039 -4.652 -8.207
C 3.303 0.199 1.608
C 1.706 2.415 2.322
C 2.969 2.272 -0.269
C -3.051 -0.535 1.750
C -0.970 -0.250 3.620
C -1.979 2.049 2.379
C -0.632 1.978 -3.103
C -1.009 3.543 -0.820
C -2.866 1.490 -1.467
H 0.061 -3.959 -8.796
H 2.379 -3.070 -8.962
H 3.427 -0.695 0.977
H 3.003 -0.122 2.611
H 4.249 0.759 1.664
H 1.197 1.885 3.141
H 1.086 3.256 1.984
H 2.679 2.789 2.673
H 3.469 1.603 -0.984
H 3.719 2.844 0.296
H 2.303 2.956 -0.812
H -3.697 -0.359 2.623
H -2.841 -1.609 1.648
H -3.546 -0.196 0.831
H -1.628 0.201 4.370
H 0.065 0.033 3.836
H -1.043 -1.338 3.670
H -2.548 2.013 3.316
H -2.610 2.479 1.592
H -1.101 2.691 2.522
H -1.225 2.800 -3.527
H -0.836 1.052 -3.651
H 0.435 2.203 -3.200
H -1.817 4.083 -1.332
H -0.043 3.979 -1.108
H -1.135 3.636 0.264
H -3.264 2.124 -2.276
H -3.373 1.732 -0.522
H -3.036 0.430 -1.700
C 0.721 -1.524 -3.323
C -0.662 -1.795 -3.383
C -1.153 -2.749 -4.267
C -0.291 -3.398 -5.160
C 1.075 -3.083 -5.151
C 1.579 -2.153 -4.253
S 1.431 -0.429 -2.213
H -1.349 -1.188 -0.578
H -1.340 -1.275 -2.711
H -2.218 -2.989 -4.269
H -0.682 -4.131 -5.871
H 1.747 -3.569 -5.858
H 2.638 -1.906 -4.237
C 3.364 -2.323 3.847
N 1.984 -2.782 3.903
C 1.129 -2.989 2.850
Se 1.434 -2.783 1.019
N -0.047 -3.439 3.418
C 0.092 -3.562 4.814
C -0.841 -3.851 5.809
C -0.415 -3.677 7.136
C 0.871 -3.176 7.445
C 1.784 -2.862 6.419
C 1.362 -3.112 5.117
H 3.687 -2.294 2.802
H 4.001 -3.014 4.415
H 3.454 -1.328 4.312
H -0.870 -3.700 2.890
H -1.841 -4.199 5.539
H -1.089 -3.910 7.965
H 1.156 -3.010 8.481
H 2.762 -2.419 6.604

Here are the Löwdin charges for atoms 1 to 6, given in e: 0.069 0.722 0.728 0.737 0.126 0.177

=====

Entry from OMol25: a molecular structure, C25H46B2KNO10SSn in a non-equilibrium geometry (the ωB97M-V functional and the def2-TZVPD basis).

The total energy is -82976.0658 eV. For the frontier orbital gap, the calculation gives 4.75 eV. As for the net charge: -2. Its multiplicity is 1. As for the LUMO energy: 3.397 eV.

Atoms and positions in Å:
Sn -16.302 -10.064 -11.011
K -14.105 -6.508 -8.903
C -19.372 -7.825 -10.839
C -19.159 -6.897 -9.595
C -20.472 -6.700 -8.824
C -20.800 -7.820 -7.828
C -19.631 -8.052 -6.902
C -18.315 -8.364 -7.631
N -18.129 -7.471 -8.739
O -16.842 -7.493 -9.261
C -18.416 -9.836 -8.084
C -17.236 -8.249 -6.532
C -18.729 -5.504 -10.049
H -20.423 -8.055 -11.038
H -18.855 -8.782 -10.799
H -19.035 -7.313 -11.744
H -21.351 -6.710 -9.476
H -20.513 -5.764 -8.264
H -21.152 -8.772 -8.238
H -21.626 -7.518 -7.172
H -19.831 -8.814 -6.143
H -19.534 -7.116 -6.336
H -19.012 -9.949 -8.990
H -18.755 -10.538 -7.319
H -17.404 -10.163 -8.357
H -16.287 -8.655 -6.892
H -17.544 -8.840 -5.667
H -17.057 -7.200 -6.297
H -18.416 -4.851 -9.232
H -19.449 -5.021 -10.716
H -17.818 -5.550 -10.654
B -13.753 -9.375 -9.520
H -12.693 -9.019 -9.248
H -14.419 -9.709 -8.586
H -14.301 -8.515 -10.007
H -13.643 -10.276 -10.288
B -11.381 -6.140 -10.515
H -10.254 -6.092 -10.871
H -11.499 -6.962 -9.711
H -11.657 -5.074 -10.041
H -12.141 -6.285 -11.413
C -14.343 -10.792 -15.271
C -15.174 -11.094 -16.378
C -16.569 -11.669 -16.164
O -17.384 -11.809 -17.092
C -17.035 -11.928 -14.861
C -16.280 -11.600 -13.731
C -14.876 -10.918 -13.982
O -14.259 -10.653 -12.939
O -16.568 -11.760 -12.504
O -14.685 -10.967 -17.518
H -13.342 -10.399 -15.367
H -18.043 -12.273 -14.667
C -15.249 -7.609 -14.936
S -15.569 -6.911 -13.288
O -15.014 -7.878 -12.278
C -14.450 -5.491 -13.227
H -14.264 -8.071 -14.987
H -15.470 -6.873 -15.706
H -15.948 -8.445 -14.989
H -14.609 -4.834 -14.078
H -13.433 -5.892 -13.216
H -14.594 -5.058 -12.240
O -11.538 -11.828 -10.974
C -11.430 -12.442 -9.972
O -10.805 -13.687 -9.982
C -10.786 -14.263 -8.691
C -11.026 -13.109 -7.737
C -11.876 -12.118 -8.553
H -9.851 -14.810 -8.557
H -11.577 -15.021 -8.631
H -10.062 -12.731 -7.398
H -11.548 -13.524 -6.871
H -11.688 -11.096 -8.227
H -12.940 -12.332 -8.462
O -13.734 -5.595 -4.735
C -13.562 -6.780 -4.696
O -13.699 -7.474 -5.855
C -13.391 -8.852 -5.640
C -12.729 -8.893 -4.256
C -13.445 -7.731 -3.542
H -12.681 -9.209 -6.383
H -14.244 -9.532 -5.642
H -11.659 -8.688 -4.353
H -12.734 -9.842 -3.722
H -12.813 -7.289 -2.774
H -14.361 -8.126 -3.109

Here are the Löwdin charges for atoms 1 to 6, given in e: 1.626 0.683 -0.027 -0.491 -0.143 -0.202

=====

Entry from OMol25: a molecular structure, C25H46GeN3Si2V (the ωB97M-V functional and the def2-TZVPD basis).

The total energy is -129061.8490 eV. The calculation puts the relative energy (zero: lowest compared OMol25 entry of this formula, charge and spin) at 0.000 eV. For the frontier orbital gap (alpha / beta), the calculation gives 7.04 / 6.35 eV. As for the net charge: +4. Its multiplicity is 3. As for the LUMO energy (alpha / beta): -12.798 / -13.331 eV.

Atoms and positions in Å:
V -0.112 0.833 -0.117
N 1.128 -4.623 1.055
C 1.017 -3.113 0.917
C 2.342 -2.580 0.379
C 2.443 -1.052 0.414
N 1.578 -0.387 -0.647
C 2.133 -0.519 1.807
C 0.799 -0.997 2.366
N -0.360 -0.254 1.730
C 0.665 -2.524 2.281
H 1.353 -5.076 0.162
H 0.258 -5.046 1.397
H 1.868 -4.888 1.717
H 0.206 -2.964 0.198
H 2.548 -2.959 -0.626
H 3.155 -2.944 1.016
H 3.474 -0.803 0.163
H 1.377 -1.073 -1.377
H 2.191 0.275 -1.129
H 2.188 0.572 1.831
H 2.925 -0.854 2.482
H 0.765 -0.751 3.428
H -0.553 0.532 2.362
H -1.198 -0.828 1.810
H -0.331 -2.841 2.604
H 1.364 -2.920 3.024
Ge -3.090 0.343 -0.461
C -3.199 -0.720 -2.004
C -3.182 -0.260 -3.333
C -3.589 -1.092 -4.354
C -4.014 -2.390 -4.070
C -4.024 -2.866 -2.764
C -3.598 -2.044 -1.735
C -3.549 2.122 -0.108
C -3.997 2.361 1.211
C -4.705 3.509 1.505
C -4.945 4.442 0.500
C -4.483 4.233 -0.803
C -3.784 3.086 -1.109
H -3.113 -0.499 0.824
H -2.887 0.754 -3.572
H -3.599 -0.738 -5.376
H -4.344 -3.031 -4.877
H -4.370 -3.869 -2.554
H -3.622 -2.419 -0.717
H -3.834 1.622 1.989
H -5.084 3.680 2.503
H -5.504 5.341 0.725
H -4.699 4.963 -1.571
H -3.465 2.918 -2.132
C -0.501 2.487 3.427
Si 0.142 3.585 2.042
C -1.113 4.904 1.667
C 1.833 4.235 2.468
C 0.518 2.473 0.431
Si 0.494 3.246 -1.359
C -0.571 4.746 -1.596
C -0.276 1.807 -2.368
C 2.279 3.489 -1.822
H -0.689 3.133 4.289
H 0.219 1.744 3.785
H -1.470 2.016 3.226
H -1.368 5.384 2.617
H -2.043 4.521 1.243
H -0.723 5.688 1.020
H 1.793 4.714 3.449
H 2.176 4.994 1.762
H 2.598 3.458 2.524
H 1.578 2.194 0.581
H -1.517 4.732 -1.059
H -0.788 4.826 -2.665
H -0.021 5.645 -1.317
H -1.367 1.789 -2.347
H 0.109 0.777 -2.225
H 0.002 1.937 -3.419
H 2.744 4.224 -1.162
H 2.370 3.872 -2.840
H 2.878 2.576 -1.768

Here are the Löwdin charges for atoms 1 to 6, given in e: 0.726 0.249 -0.269 -0.081 -0.276 0.031